The following is a quantum chemistry calculation of a 25-piece molecular cluster, C9H66NO25 overall, from OMol25.

The geometry in ORCA input format:
```
! RIJCOSX wB97M-V def2-TZVPD def2/J DEFGRID3
* xyz -2 2
C 0.85197 1.80842 -0.35809
C 0.36367 0.67897 0.56510
C -1.04404 1.00641 1.21586
C -2.24053 0.68428 0.35091
C -2.09202 -0.77397 -0.07531
C -0.84776 -1.10388 -0.89105
N 0.40285 -0.63006 -0.12906
O 1.64093 -1.05409 -0.77568
C -0.99466 -0.41776 -2.35432
C -0.91799 -2.55231 -1.17175
C 1.27130 0.56766 1.84049
H 0.39680 1.84240 -1.34793
H 1.90499 1.89852 -0.62476
H 0.82702 2.83212 0.01542
H -1.11223 2.08857 1.32715
H -1.10252 0.42499 2.13599
H -2.32022 1.31417 -0.53508
H -3.04216 0.86714 1.06648
H -2.95745 -0.85425 -0.73310
H -2.34303 -1.40928 0.77409
H -0.19676 -0.64021 -3.06282
H -1.03166 0.66994 -2.29389
H -1.92192 -0.74025 -2.82789
H -0.05374 -2.89186 -1.74260
H -1.78381 -2.90881 -1.72975
H -0.90210 -2.99648 -0.17649
H 0.80953 -0.14701 2.52174
H 1.36083 1.45821 2.46258
H 2.31400 0.30749 1.65826
O 3.22440 -0.91517 4.12896
H 2.36892 -0.94847 3.70084
H 3.15027 -0.19737 4.75783
O -0.28102 5.00573 2.47280
H 0.01910 5.21225 1.58764
H -0.61224 5.83652 2.81386
O -5.41013 -0.56384 0.35673
H -5.70382 -0.67409 -0.54761
H -4.93313 0.26604 0.35466
O -0.32159 -2.42170 3.11461
H -1.19499 -2.32074 3.49304
H -0.41123 -2.10430 2.21603
O -5.54362 2.37245 0.65806
H -5.73697 2.49356 -0.27156
H -4.70225 2.81022 0.78719
O 1.80422 -3.06774 1.35015
H 1.75060 -2.28837 0.79702
H 1.17614 -2.90605 2.05415
O 1.38419 -4.94946 -3.17345
H 1.31674 -4.06907 -3.54306
H 2.22308 -4.95259 -2.71250
O 1.36347 3.98065 4.54062
H 0.98636 4.66538 3.98820
H 2.18521 3.74870 4.10798
O 4.49832 3.19074 -2.56256
H 4.22116 2.34170 -2.21824
H 5.34338 3.35513 -2.14413
O -0.85307 -6.04070 -0.84433
H -0.51340 -5.16054 -1.00613
H -0.07279 -6.57686 -0.70308
O -1.19238 2.75371 3.98264
H -0.24340 2.63213 4.01229
H -1.34624 3.24557 3.17603
O 5.12844 1.83225 2.11786
H 4.88548 1.57379 1.22882
H 4.69204 2.67374 2.25085
O 3.43028 -2.09539 -2.78828
H 2.96732 -1.72000 -2.03929
H 3.72259 -2.95448 -2.48372
O -5.10726 -3.10950 1.43841
H -5.05137 -2.46082 0.73674
H -4.53555 -2.76876 2.12635
O -4.87866 -1.09793 -4.47180
H -4.61086 -1.68767 -5.17658
H -4.31938 -0.32833 -4.57732
O 4.55041 0.34569 -0.32804
H 4.39414 -0.37391 0.28351
H 3.73353 0.42348 -0.82087
O 0.54388 -2.78297 -4.74219
H -0.41058 -2.73388 -4.79542
H 0.84186 -1.89831 -4.95389
O -3.08048 -5.25378 -2.30124
H -2.63463 -4.95366 -3.09331
H -2.37493 -5.41196 -1.67401
O 3.37572 4.05568 1.90841
H 3.68888 4.95552 2.00040
H 2.97209 4.02955 1.04087
O -3.29346 0.91017 3.94954
H -3.23057 1.28119 4.82967
H -2.61192 1.36002 3.45019
O 4.32978 -1.84599 1.43202
H 4.36752 -1.48093 2.31606
H 3.44646 -2.20748 1.35916
O -2.99536 3.87523 0.66475
H -2.62616 4.73856 0.85071
H -2.32535 3.43534 0.14146
O 2.07614 0.78379 -3.14972
H 2.38861 0.09713 -3.73887
H 1.54035 0.32150 -2.50517
O 0.93366 2.62662 -4.86495
H 1.11052 1.99125 -4.17123
H 1.78418 2.77278 -5.27906
*
```

Summary:
E = -2318.21585 Eh
M = 588.609 g/mol
LUMO energy (alpha / beta) = 3.29 / 3.28 eV